# 1
114
Properties=species:S:1:pos:R:3 method="wB97M-V/def2-TZVPD" total_charge=0 de_lowest_kj_mol=134.3 gap_ev=9.8 e_tot_ha=-1976.06106
C 11.61144 11.49792 15.56832
O 11.23715 10.77944 14.37959
H 10.71142 12.03246 15.84296
H 11.80563 10.74265 16.36160
H 12.48484 12.12496 15.38160
H 11.83580 10.02408 14.32812
C 14.71889 11.94164 17.66616
O 15.60783 13.03983 17.81512
H 15.16170 10.96194 17.83884
H 13.92277 12.17274 18.36029
H 14.34456 12.00297 16.64741
H 16.38694 12.83140 17.27150
C 15.81948 17.40325 12.25935
O 16.30145 16.59952 11.17830
H 16.58336 17.47858 13.01147
H 15.53613 18.40240 11.84197
H 14.93154 16.96011 12.74254
H 15.75525 16.65291 10.40744
C 19.67211 13.82826 11.77337
O 20.50813 14.09946 12.91205
H 19.53181 12.73392 11.71453
H 18.63152 14.22536 11.92798
H 20.03232 14.26314 10.85468
H 21.40431 14.15500 12.65228
C 17.08473 11.62724 9.07466
O 15.68015 11.86079 9.22932
H 17.29088 11.58215 7.98748
H 17.68561 12.42836 9.54466
H 17.39380 10.70133 9.53243
H 15.58067 12.32882 10.08297
C 19.23050 13.14951 16.11987
O 17.91117 12.66317 15.87299
H 19.70193 12.66478 16.97310
H 19.86875 13.12940 15.21064
H 19.23439 14.18804 16.46871
H 17.84726 12.65605 14.91658
C 14.90962 16.36105 18.00804
O 14.23597 16.75585 16.83464
H 15.81778 16.91983 18.26229
H 14.20003 16.45188 18.87209
H 15.24588 15.30267 17.94606
H 14.86969 16.65712 16.09876
C 10.24097 11.95638 10.84866
C 9.23515 10.88950 10.38883
C 7.82454 11.21708 10.79585
O 9.22095 10.63251 8.97208
H 10.44542 11.92550 11.92585
H 9.96388 12.95588 10.52915
H 11.22731 11.73168 10.45452
H 9.53318 9.99543 10.93959
H 7.42191 12.01336 10.14116
H 7.75750 11.60243 11.79181
H 7.31764 10.27962 10.91020
H 10.13336 10.40964 8.79403
C 13.64372 8.62605 9.77817
C 12.55875 8.37506 8.76238
C 11.32824 7.61407 9.22328
O 11.98617 9.58312 8.32597
H 14.47531 9.21460 9.32224
H 14.04483 7.65873 10.05664
H 13.28341 9.19684 10.61387
H 13.01804 7.86537 7.89226
H 11.07709 8.02473 10.18235
H 11.51708 6.52624 9.36075
H 10.45152 7.74639 8.54020
H 12.64599 10.32776 8.25849
C 10.99806 14.96548 13.42879
C 11.56026 15.68386 14.66673
C 10.53873 15.71447 15.78305
O 12.82707 15.02008 15.14167
H 10.00857 15.33929 13.13498
H 10.92311 13.91028 13.72577
H 11.67007 15.08200 12.57631
H 11.82483 16.72775 14.31788
H 10.26347 14.69185 16.13494
H 9.65561 16.18683 15.51108
H 11.00451 16.22167 16.62891
H 13.08631 15.55065 15.91491
C 15.98052 6.84408 14.67530
C 15.28331 8.20601 14.92475
C 15.99362 9.41381 14.23076
O 13.91460 8.22775 14.50553
H 17.02252 6.84991 14.98319
H 15.86433 6.58543 13.58678
H 15.49335 5.99499 15.20197
H 15.35609 8.46291 15.98106
H 15.86403 9.28485 13.13069
H 17.04114 9.38673 14.58667
H 15.59203 10.35080 14.60739
H 13.52350 7.43809 14.89023
C 15.01942 15.43862 6.41936
C 15.60855 15.38998 7.83979
C 17.09161 15.23658 7.92203
O 15.13298 16.50704 8.62740
H 13.91820 15.50481 6.42675
H 15.35845 14.53372 5.89007
H 15.46812 16.20437 5.75798
H 15.16307 14.48570 8.27505
H 17.45504 15.28572 8.94158
H 17.63886 16.02802 7.36028
H 17.31012 14.24608 7.59000
H 15.56102 17.27797 8.27759
C 14.10436 12.42397 12.72387
C 14.98078 13.66864 12.64481
C 16.04630 13.57502 13.76920
O 15.65363 13.75193 11.39930
H 14.79402 11.58609 12.58292
H 13.40658 12.45316 11.88874
H 13.59766 12.34838 13.66850
H 14.33898 14.51363 12.76456
H 16.81608 14.40051 13.74798
H 16.54189 12.56195 13.62021
H 15.58917 13.56688 14.75556
H 15.96324 14.69741 11.26773

# 2
24
Properties=species:S:1:pos:R:3 method="wB97M-V/def2-TZVPD" total_charge=0 de_lowest_kj_mol=761.7 gap_ev=4.8 e_tot_ha=-347.43470
C -0.92071 0.59796 -3.34198
C -0.47037 0.77154 -1.88659
N -0.39326 -0.53043 -1.22722
C 0.03299 -2.12644 0.52126
C -0.14373 -0.62256 0.23089
C 1.03413 0.17140 0.81966
N 1.13415 0.25586 2.25478
C 0.55115 1.45732 2.74793
H -1.48251 -0.37513 -3.42023
H -1.40743 1.55689 -3.63496
H -0.03462 0.49361 -3.94595
H 0.51495 1.35681 -2.04598
H -1.12962 1.39503 -1.26841
H -3.11512 -1.45367 0.44931
H -0.86055 -2.60718 0.25296
H 0.35561 -2.06723 1.53602
H 0.84913 -2.47276 -0.07467
H -1.01693 -0.19322 0.78604
H -2.33554 -1.60150 0.27728
H 1.93887 -0.16917 0.26432
H 0.98061 1.23639 0.36434
H 0.95148 2.33647 2.30876
H 0.64729 1.47632 3.84929
H -0.54258 1.51493 2.56190

# 3
20
Properties=species:S:1:pos:R:3 method="wB97M-V/def2-TZVPD" total_charge=0 de_lowest_kj_mol=142.3 gap_ev=9.1 e_tot_ha=-365.38828 smiles=CCNCCO.O
C 1.94075 1.52495 0.81353
C 1.61450 0.38027 -0.14625
N 1.43733 -0.85153 0.66242
C 0.09221 -1.12302 1.25743
C -0.77966 -1.83695 0.24072
O -0.14713 -2.72272 -0.70707
H 1.08204 2.23007 0.85476
H 2.79778 2.15430 0.54088
H 2.12003 1.11316 1.81372
H 2.38409 0.12083 -0.86170
H 0.70355 0.48659 -0.76908
H 1.60033 -1.63254 0.03668
H -0.49998 -0.24239 1.53102
H 0.24303 -1.73487 2.13976
H -1.50943 -2.48573 0.74533
H -1.38988 -1.11066 -0.30434
H -0.67866 -3.51620 -0.71028
H -3.90737 2.39448 -2.62378
H -3.23545 3.49650 -1.90485
O -3.86806 3.35545 -2.60889

# 4
14
Properties=species:S:1:pos:R:3 method="wB97M-V/def2-TZVPD" total_charge=0 de_lowest_kj_mol=527.8 gap_ev=10.5 e_tot_ha=-324.52345
C 1.63303 0.11446 0.90025
N 1.02961 -1.22219 0.95134
C 0.36974 -0.17325 0.22450
C -1.07941 0.26742 0.32207
C -1.10100 0.76632 -1.14472
C -0.17331 -0.41572 -1.13452
O -1.45490 -1.04353 -0.15701
H 1.54479 0.75019 1.77754
H 2.57066 0.17917 0.35682
H 0.55828 -1.44060 1.82433
H -1.54922 0.76689 1.17066
H -0.73043 1.72323 -1.51671
H -2.06064 0.49143 -1.59274
H 0.44278 -0.76382 -1.98180

# 5
59
Properties=species:S:1:pos:R:3 method="wB97M-V/def2-TZVPD" total_charge=+1 gap_ev=8.0 e_tot_ha=-4718.72473
C -1.34584 1.69921 -2.12644
C -0.72259 2.83619 -1.33572
Br -1.80305 3.26714 0.25933
C 0.76917 2.68932 -0.95659
N 1.35070 1.34044 -1.03569
P 2.46006 0.93545 -2.31495
N 1.92979 0.37675 -3.63976
C 1.03013 0.42581 -0.10786
N 1.53500 -0.80872 -0.01984
C 0.93874 -1.36439 1.02165
I 1.31233 -3.27785 1.59135
N 0.05441 -0.51774 1.60285
P -1.00017 -0.78422 2.98623
O -0.33310 -1.64067 3.93555
O -2.31816 -1.34681 2.33335
O -1.29170 0.68638 3.47045
N 0.12588 0.64035 0.84834
H -1.02445 0.71418 -1.78668
H -1.07749 1.81023 -3.17867
H -2.43363 1.74868 -2.07249
H -0.81333 3.74999 -1.91920
H 1.35043 3.30595 -1.64293
H 0.95317 3.09681 0.04029
H 3.10740 2.17855 -2.34741
H 3.37118 0.15404 -1.60699
H 0.93660 0.25296 -3.76827
H -2.54936 -1.07885 1.43447
H -1.61135 1.35969 2.85604
H -0.43434 1.46985 1.03060
C 7.35286 -5.45406 2.71008
C 6.06230 -5.09152 1.99718
O 5.22757 -6.19776 1.70104
C 4.77642 -6.95273 2.81239
C 3.92009 -6.15774 3.78189
H 7.91709 -6.18428 2.12976
H 7.96730 -4.56206 2.83526
H 7.17364 -5.87059 3.70164
H 6.28735 -4.65429 1.02411
H 5.51397 -4.33349 2.57147
H 5.61622 -7.41934 3.33784
H 4.18849 -7.75911 2.37449
H 4.47408 -5.34907 4.25929
H 3.53540 -6.80526 4.56939
H 3.07413 -5.72267 3.24533
C -7.27596 3.38448 -2.05005
C -5.82769 3.31052 -1.60433
O -4.88104 3.37416 -2.66133
C -4.92132 4.55056 -3.45662
C -4.66184 5.83280 -2.68597
H -7.49499 2.59896 -2.77355
H -7.93222 3.25561 -1.18923
H -7.51738 4.34515 -2.50496
H -5.63305 2.34649 -1.13098
H -5.61576 4.08150 -0.85360
H -5.87138 4.61714 -3.99596
H -4.14276 4.40084 -4.20497
H -5.43708 6.03484 -1.94656
H -4.63952 6.67663 -3.37540
H -3.70136 5.78559 -2.16869

# 6
136
Properties=species:S:1:pos:R:3 method="wB97M-V/def2-TZVPD" total_charge=0 de_lowest_kj_mol=57.5 gap_ev=4.0 e_tot_ha=-3517.68137
Sr -0.67823 0.53206 -0.44624
I -3.96583 3.10767 0.08742
C -2.75745 3.22208 1.82006
I -0.71565 3.57289 1.43077
H -2.82995 2.26764 2.32413
H -3.11984 4.03886 2.42921
C 1.79241 1.45720 3.77907
C 2.22990 0.37431 2.78614
C 3.74138 0.15699 2.91230
C 1.46707 -0.92383 2.97855
C 1.36816 -1.44224 4.26638
C 0.70436 -2.63186 4.51835
C 0.15972 -3.32525 3.45013
C 0.25371 -2.85479 2.14178
C -0.34730 -3.74822 1.06266
C 0.58498 -4.08743 -0.10157
C -1.69264 -3.20485 0.57686
C 0.88551 -1.61383 1.88481
N 0.90351 -1.05485 0.59592
C 2.12014 -1.07947 -0.07787
C 2.37421 -0.34539 -1.21844
N 1.43699 0.50085 -1.82897
C 2.00528 1.47420 -2.66470
C 2.82042 2.50388 -2.12407
C 3.46274 3.41235 -2.95777
C 3.28935 3.37972 -4.33197
C 2.44753 2.41592 -4.86678
C 1.82230 1.45727 -4.07031
C 1.06956 0.35282 -4.79469
C 1.72120 -1.01830 -4.61399
C -0.42191 0.33190 -4.45861
C 3.03190 2.62932 -0.62819
C 2.64925 4.03094 -0.14151
C 4.46928 2.30971 -0.21230
C 3.75636 -0.64286 -1.66859
C 4.58140 -0.23000 -2.68435
C 5.90675 -0.75398 -2.76239
C 6.40264 -1.65329 -1.85940
C 5.57019 -2.09572 -0.78937
C 5.92242 -3.01847 0.23840
C 5.00227 -3.33357 1.20052
C 3.69035 -2.77381 1.22430
C 3.32430 -1.88573 0.24473
C 4.29295 -1.57541 -0.74271
H 2.21686 2.42472 3.49618
H 2.14386 1.23597 4.78985
H 0.70566 1.56731 3.82227
H 2.02299 0.72317 1.77116
H 3.97399 -0.33237 3.86263
H 4.26909 1.11418 2.89211
H 4.12786 -0.46684 2.10621
H 1.82548 -0.90741 5.09217
H 0.63629 -3.02643 5.52525
H -0.33399 -4.27606 3.62892
H -0.56106 -4.69728 1.56471
H 0.84412 -3.20373 -0.68089
H 0.10401 -4.83130 -0.75005
H 1.52006 -4.52143 0.25390
H -1.56059 -2.24372 0.07837
H -2.38004 -3.07081 1.41478
H -2.16161 -3.89636 -0.13318
H 4.11748 4.16232 -2.52325
H 3.80774 4.08116 -4.97524
H 2.31907 2.35981 -5.94371
H 1.14690 0.58814 -5.86078
H 1.76848 -1.29567 -3.56134
H 2.74994 -1.01208 -4.97599
H 1.17342 -1.77679 -5.18495
H -0.56582 0.14126 -3.39477
H -0.93798 -0.44240 -5.03806
H -0.88899 1.29286 -4.68631
H 2.36958 1.90266 -0.15141
H 3.36280 4.78497 -0.48511
H 2.64858 4.07002 0.95449
H 1.66070 4.32477 -0.50919
H 5.17469 2.94495 -0.75670
H 4.72251 1.26934 -0.41836
H 4.60959 2.49412 0.85611
H 4.26786 0.49538 -3.42462
H 6.54286 -0.41355 -3.57193
H 7.41702 -2.02557 -1.94998
H 6.91185 -3.46139 0.25553
H 5.27461 -4.03175 1.98412
H 3.02054 -3.05625 2.02673
C -4.88706 0.25823 -3.17721
O -4.05863 -0.88260 -3.43804
C -2.98742 -0.98830 -2.64827
O -2.74230 -0.22805 -1.72489
N -2.21427 -2.03638 -2.97837
N -0.99680 -2.14147 -2.31767
H -5.65433 0.24036 -3.94430
H -4.30002 1.17319 -3.24064
H -5.33853 0.18420 -2.18843
H -2.40574 -2.52787 -3.83690
H -0.22123 -1.93387 -2.93341
H -0.89297 -3.04899 -1.88721
N -6.03223 -3.09082 4.04865
C -6.44066 -3.83381 5.13732
C -7.58123 -4.59224 5.38817
C -7.64977 -5.21230 6.61926
C -6.61999 -5.08306 7.56825
C -5.49425 -4.32992 7.30939
C -5.40670 -3.69541 6.06975
N -4.40167 -2.89324 5.55502
C -4.80792 -2.55975 4.36434
C -4.04014 -1.70686 3.44316
C -2.77508 -1.27916 3.81631
C -2.04920 -0.49290 2.93870
N -2.50647 -0.11092 1.74049
C -3.72473 -0.52915 1.38671
C -4.52061 -1.31846 2.19731
H -6.52693 -2.98211 3.18308
H -8.37537 -4.69506 4.65978
H -8.51664 -5.81360 6.86139
H -6.71752 -5.58908 8.51982
H -4.69714 -4.22717 8.03405
H -2.35627 -1.57377 4.76817
H -1.04882 -0.17353 3.20534
H -4.06944 -0.22215 0.40653
H -5.49689 -1.61660 1.83650
N -0.98550 2.60132 -2.04881
C -0.88323 3.68615 -2.43568
N -0.76457 4.91781 -2.87326
C -1.68480 5.97216 -2.44691
C -1.90741 6.90162 -3.62561
O -0.67789 7.38845 -4.12878
C 0.14774 6.32937 -4.59767
C 0.49365 5.37526 -3.47570
H -1.24602 6.52626 -1.61080
H -2.62012 5.52232 -2.11688
H -2.49098 7.76808 -3.31865
H -2.45098 6.36710 -4.41552
H 1.04994 6.78530 -4.99992
H -0.36563 5.78566 -5.40059
H 1.09199 5.88889 -2.71684
H 1.05068 4.51355 -3.83799